The following is a DFT calculation (ωB97M-V/def2-TZVPD) of C75H175N5O15 as an isolated structure.

Geometry as XYZ:
```
270
Properties=species:S:1:pos:R:3
C 5.40209 2.13750 1.19339
C 0.52984 -0.02901 0.51770
H 2.02774 4.08010 4.95852
H -1.12731 -8.81522 4.39833
C -3.86989 1.79065 -3.64457
H -0.33958 7.02146 5.35905
N -0.54526 2.16763 -5.58089
H -1.54090 2.15538 3.34838
H 2.69183 0.97574 6.83514
H -4.01540 5.61540 4.01205
C -1.26316 6.15099 3.62762
C -3.02464 -2.54645 -4.59796
H -0.33729 4.50774 0.94785
H -2.60058 3.66952 -1.64157
N -1.90607 3.92554 5.24648
H 5.07111 5.23236 0.87287
H 0.35907 -7.13168 4.86775
H 0.79194 -6.66331 1.21672
H 0.99239 2.06123 0.82617
H -7.13080 1.40838 -2.32653
H -1.89010 2.18573 6.00847
H -4.62967 3.22646 0.49612
H 0.35968 4.49234 -6.84100
H 1.67514 -4.37966 -0.50963
H 1.79811 6.19058 -0.30269
H 3.10289 1.11501 -1.03736
H -4.06603 -1.45752 -6.25285
O -2.45175 2.96076 6.11500
C 2.07737 1.79096 6.43616
H -2.29191 -4.63440 -4.61834
H -6.57374 5.16431 -0.48063
H -4.69428 1.98411 -4.33080
H 1.28805 3.21341 -0.37656
H -1.75208 -0.21372 -6.60376
H -1.22508 -5.23973 6.77582
C -0.10499 -0.93980 -1.84058
H -0.05916 1.17504 -1.14129
H -5.12649 5.65317 -2.34996
H 4.51652 0.16455 -3.73387
H -1.16771 -0.92896 -1.56611
C -4.74739 -0.03295 -2.19037
H -0.96711 -4.05191 0.20379
C -0.86678 0.21435 1.12841
H -3.20666 3.23949 -7.41972
H -0.28240 -1.09072 -4.48145
H 2.62902 4.92276 0.62515
C 6.19792 3.42235 1.43850
C -0.02482 -7.52961 2.99145
H 2.40312 1.04006 0.70677
C -0.77010 -3.02850 0.52681
H -0.65639 6.74099 2.93738
H 0.22388 -6.11448 -4.33598
H 7.57481 5.13625 5.54389
C -2.92842 -7.05468 0.17416
O 3.91975 2.37842 4.93486
H 4.43244 1.60118 5.19190
H -6.93699 -4.58992 -0.09359
O -4.27128 -3.14329 -4.20715
C 1.63188 -3.63890 0.28855
H 1.23013 5.10371 -2.47643
H -1.42963 -3.51352 -3.53010
H 0.38540 5.53652 4.77356
C 5.76209 4.51470 0.42549
H -4.58146 4.22540 3.13953
C 0.59767 -2.51027 0.04968
H -1.95174 6.86978 7.06025
H -0.86420 4.33002 2.62873
H 4.71067 -5.28575 1.82019
H 1.08879 -4.18292 7.27800
H -4.12759 4.84063 -0.20443
C 0.04471 -0.07013 -4.69054
H 3.30816 -3.78090 -3.35145
H 3.96096 -4.96734 -1.52222
H 4.34039 2.32165 1.35111
H -3.13006 2.45098 2.43337
H 2.73348 -7.84173 -0.28883
C -2.60189 3.97644 3.93349
H -3.22387 2.64979 -3.78748
C 6.99819 4.72002 3.46187
H 2.31899 -1.90509 2.07007
C 2.19208 5.17259 -0.34458
O 4.69936 4.22066 3.09887
H 2.11978 3.30085 3.34222
O 3.73596 -1.89655 -2.45408
H 7.95059 2.10793 1.62672
C -2.46668 2.50001 -7.09736
H -1.92383 0.41189 -2.94805
H 3.12193 1.21144 -3.48863
H -3.18892 6.24896 5.89565
H 2.00450 -0.78078 -2.30418
H 1.33684 -6.72247 -3.04300
H 3.08234 -6.43419 -5.10876
H -1.21636 -3.47443 -5.30228
C -4.32337 3.78371 -0.39353
C -3.17316 -2.03151 -6.00316
H 0.14793 -9.62204 3.45482
C 4.25566 -6.23936 -0.10501
H -3.33977 0.97407 -4.10872
C -1.33843 5.06378 5.97045
C 6.89524 4.50317 4.97270
H 2.11732 -6.35164 -0.80669
O 1.43016 -1.53359 2.08234
H -5.86036 4.51493 -3.46553
H 0.55557 -0.13774 -5.65738
H -2.10600 2.15213 -8.06783
C -0.36014 4.58584 7.04956
H -1.35894 -9.26340 2.69322
H -4.01181 -7.17760 0.22210
H -3.94439 1.68430 -5.66323
O 2.94732 -4.64744 -3.12722
C -1.74858 4.84904 2.99936
C 1.96172 -4.94241 -4.11819
H -3.74471 0.78040 -7.11227
H 5.85726 1.35481 1.80388
H 6.54994 4.95633 -0.18388
H -0.77749 0.17401 2.22680
O -6.64626 2.10425 -2.78302
H -0.93664 -4.69476 3.39040
H 5.06281 -6.97553 -0.12178
H -1.64105 -2.44624 0.22157
H -0.87804 -6.89095 -2.66073
H 1.32605 -3.03242 6.07571
C -1.36620 3.18603 -6.24847
C -2.20017 0.36523 -5.79681
H 0.29128 2.99478 -4.05586
C -3.01848 3.13151 -0.78312
H -4.21517 -2.14407 0.73516
C 3.91000 -5.83639 1.32275
C -4.40742 1.45553 -2.23019
H 9.66114 3.86266 1.35685
C 0.56280 -3.72648 6.42950
H 1.49143 -3.96658 -4.30394
C 0.69848 -7.64897 1.67607
C -1.93778 -3.61167 -4.49029
C -1.06591 0.98239 -4.92587
H -0.82038 -5.82709 -1.18519
H -1.22849 1.24440 1.12834
H -2.44866 -7.85003 0.73884
H -6.43882 -4.60588 -1.77656
H -3.82826 -0.61196 -2.11690
O 4.66136 -5.10865 -0.86477
H 8.50138 3.32721 3.57406
H 2.25477 1.06993 4.45422
H 0.74270 2.97327 4.38126
O 0.57866 2.67984 -4.93101
H -2.58355 -8.23786 -1.59843
H 2.60234 -3.22964 0.57545
C -0.46598 3.91659 -7.26183
H -3.56414 1.11169 -0.26233
H 5.56742 1.77305 0.17658
C 3.08092 -0.62749 -2.32915
C -5.37041 3.67070 -1.51089
C -5.08474 4.62153 -2.70963
H 0.00521 -3.08012 -1.96974
H 0.19528 5.34638 7.59301
O -3.78034 -4.01402 -1.28768
C -6.07875 -4.73306 -0.75258
H -0.87358 -3.01011 1.61602
H 1.49672 0.47855 -1.39698
H 5.07123 4.16190 -0.35369
H -5.90834 -5.81455 -0.70079
H 1.43002 -4.27587 1.15997
H -0.42469 5.67180 -0.49705
H -2.61423 4.91313 -5.73473
C -0.57264 6.02489 4.99204
C 3.43571 0.16918 -3.59404
H 3.40505 -4.94704 -5.78172
O 0.99750 4.23479 -2.14022
H 0.33295 -5.32951 -2.73712
C -4.82316 -4.02186 -0.31434
H -2.99040 -6.74990 -3.08516
N -5.57362 2.27566 -1.86144
H -2.29375 3.20191 0.02803
H -0.88805 -6.85676 2.92814
H -1.13602 4.80877 -4.85455
H 0.31218 -3.55341 3.61240
H -2.12996 6.80514 3.79401
H -5.31068 -1.93083 -0.57921
C -3.28909 1.65586 -1.17184
C 2.55768 -5.50751 -5.37960
O 0.84657 -7.10710 4.03801
H -2.88963 5.40339 7.36125
H -5.24072 -0.37183 -3.10302
H -2.34863 1.23857 -1.51876
H -4.60522 4.13054 4.83465
H 1.01905 -5.33514 5.10810
H -4.46336 -4.64991 0.51048
C 1.81564 3.18060 4.38444
H -7.54524 4.21841 -1.54750
H 1.57713 -2.27968 -1.81566
C -2.48564 -7.18715 -1.28906
O -0.87589 -5.60325 5.95940
H 1.49979 1.04063 2.19021
H 1.65818 -8.15728 1.62779
C 0.47539 0.22878 -1.02458
H -3.00501 1.89888 4.10481
C 0.13625 -4.77170 5.41995
H 2.91484 -0.24418 -4.45549
C 8.64333 4.14362 1.62904
H -3.62980 -4.88435 -1.71173
H 1.85718 -5.76587 -6.17143
H 5.79742 6.55260 3.36507
C 3.05732 -6.90707 -0.75507
C -2.38607 5.99401 6.58354
H -0.27790 -3.22611 6.91728
C 0.89076 -5.84660 -3.51563
C -1.94824 4.19216 -5.25007
H -5.84397 -2.56231 0.95211
H 6.91334 6.34246 2.01729
C -1.03405 -6.82086 -1.58573
C -0.32476 4.64680 -0.13172
O -3.31845 -6.49087 -2.21852
C 1.38986 1.08683 1.10653
H -2.75162 -1.71601 -3.93810
C 8.45492 4.32199 3.11655
H 7.55345 6.83416 3.57980
C 0.54407 -2.27806 -1.46380
C -1.61414 1.32284 -3.46014
H 9.18429 4.99081 3.56757
H -0.98394 4.01212 7.73929
C -2.55613 2.55527 3.35116
C 6.79739 6.21700 3.09275
H -2.28357 -1.46465 -6.29336
H -2.50311 2.04978 -3.31469
C 7.67102 3.07062 1.17196
H -1.59526 -0.56333 0.91207
H 4.57430 0.18776 -1.07524
H 0.05787 3.18015 -7.87468
C 1.02981 4.21443 -0.72112
C 3.48067 0.09651 -1.05932
H -4.17989 -3.43191 -3.28554
H -6.89048 3.60321 0.04300
H 4.37549 -1.92008 -1.73291
H -3.23002 -2.86924 -6.70914
H 3.19512 -0.51403 -0.20217
C -0.64592 -8.87024 3.42214
H -0.87182 1.83220 -2.83132
H 4.34565 3.52779 3.68587
H -1.05915 4.55547 -7.91724
H -2.34379 5.27482 2.18689
H 0.77185 0.19083 -3.92794
H -0.06076 -0.66996 -2.89904
H 2.94771 -5.35518 1.47264
N 1.13036 -1.31613 0.71559
H 2.99097 5.08162 -1.07754
N 6.00158 3.84744 2.80911
H 0.03222 -8.23020 1.03240
C -6.68867 4.14917 -0.88109
H -1.16708 -3.35941 4.47798
H 6.86329 3.45584 5.28038
H 3.29682 -7.22384 -1.77459
H -0.31582 -7.50054 -1.12421
H 2.31550 2.64800 7.06597
H -5.42395 -0.14425 -1.34197
H -1.14606 4.08134 -0.57720
H 1.01988 1.54018 6.47944
C 2.54973 1.97809 4.98764
H 8.33990 5.05089 1.09990
H 5.91929 4.78763 5.39256
H -4.08215 4.52653 -3.12075
C -3.20505 1.36867 -6.36177
H -2.52892 3.83994 -4.40509
H -2.73871 -0.33298 -5.16105
C -0.43994 -4.12170 4.17365
H 3.88448 -6.76329 1.90937
C -5.04164 -2.63301 0.21365
H 0.34617 3.87894 6.61689
H 7.78038 2.69737 0.14760
C -3.99838 4.52597 4.01845
H -2.72891 -6.06093 0.57651
```

Kohn-Sham gap = 8.093 eV
E = -4364.399889 Ha
HOMO energy = -7.89 eV
Energy relative to the best compared isomer or geometry (same formula, charge and spin) = 164.03 kcal/mol


The following is a DFT calculation (ωB97M-V/def2-TZVPD) of C75H78Ge2N4O5PS5Ti as an isolated structure.

Geometry as XYZ:
```
171
Properties=species:S:1:pos:R:3
H -1.12918 0.16013 -6.69649
H -7.50076 3.04057 1.80400
C 2.19481 3.11367 5.12957
H -0.06402 -0.70546 5.06278
C -6.88828 -2.95169 -1.04628
C -1.79923 1.23044 4.88412
N -1.34810 -3.07705 0.18199
C 3.67518 -0.08333 -5.10003
H -4.74585 -3.55663 7.07104
C 2.55269 -2.70554 -1.93725
C 6.72286 2.96854 -0.13879
H -6.47480 -4.15753 5.40574
H -1.47453 -0.51842 2.17070
C -2.38297 -2.24466 -6.50904
C 3.22235 -3.67647 0.16419
H 5.46506 1.85488 -1.83511
C -2.20919 0.25617 -6.57815
H 1.42510 -5.21223 1.98900
C -3.12712 -3.20759 -5.57172
H 0.02999 2.71997 -5.11806
C -0.83409 3.64831 3.92038
H 0.77826 -2.28810 1.92863
H 0.47882 -4.66311 -3.62090
C 4.68762 3.86874 0.82411
C 3.57013 3.27524 5.14629
H 1.18758 4.65435 -4.56368
C 2.20890 -4.62565 0.07878
N -2.76150 -0.93630 -6.00842
H -1.29574 -2.37557 -6.45492
C -3.50792 -1.95173 4.36269
H 5.17355 4.52806 -3.03899
H -2.64972 0.45979 -7.55945
H 5.16232 -1.80404 -1.71969
C -4.91087 1.03080 0.91864
S -0.81279 2.00220 1.08873
H 1.61845 3.28744 6.03125
C -6.89729 -4.32080 -0.83059
C 3.18738 4.76235 -3.80429
H 2.95746 -5.98996 1.56927
C -6.84128 2.18202 1.80194
H -2.88077 4.27497 3.93251
C 4.63275 -1.82702 -0.76512
C -5.75297 2.13992 0.95274
H 4.21780 -1.87096 -6.15624
H 5.35285 3.23793 3.95058
H 5.92281 4.90206 -0.58452
H 5.32024 -2.16565 0.01060
H 8.63446 3.87926 -0.48334
H 0.31186 1.40701 -3.98034
H -2.84574 -2.11689 6.39592
H -4.53427 1.16968 4.38497
C 4.26819 2.62898 -3.42446
C 2.05888 4.08602 -4.25348
Ge 1.63346 0.29972 -1.35935
H 7.22789 0.98041 0.46966
H -7.92868 1.12585 3.32322
C -0.44567 1.36737 4.62668
H -1.46777 -4.78779 -1.06743
H 1.12508 0.04070 3.97809
C 0.04037 2.58782 4.13787
S -3.76822 0.23862 -3.77709
C -4.67151 -3.19180 6.05439
H -6.05037 -1.06363 -0.49178
C 3.39368 -2.28677 -4.21731
H -6.02545 -5.94458 0.27036
C 7.96435 3.16644 -0.96977
H 3.50702 -3.36175 -4.30118
N -0.81383 -0.97765 1.55024
C -5.63777 -3.53312 5.11762
C -0.97432 -3.39871 1.44556
C 3.13669 0.46969 -3.93685
C 3.43373 -2.74282 -0.84062
C 3.62723 2.74742 2.78758
C 4.28364 4.02023 -3.39986
C -2.19406 3.46363 4.15519
H -4.37025 1.96537 5.94935
C -4.16931 2.07277 4.88032
H -6.30458 -3.37126 3.09702
H 2.30888 6.65739 -3.30126
C -2.69624 2.26482 4.62942
C -5.21149 -4.05368 0.85892
C 6.51546 1.79372 0.56824
H 1.15767 0.40780 5.69819
H -2.17818 0.29579 5.29152
C 2.00546 2.70094 -4.29036
H 3.24548 6.67067 -4.79481
H -2.67393 -1.31990 4.07272
C 1.52680 -3.64816 -2.03894
C -6.06036 -2.12873 -0.29670
H 4.34080 -0.80261 -0.52877
C 1.39482 -4.61037 -1.04213
H -2.69274 -4.70682 0.18380
C 2.24427 2.55114 2.77102
H 4.01212 0.58776 -5.88198
C -5.53705 -3.09006 3.80651
O -2.92043 -2.09615 -1.47110
H 0.71076 4.98618 3.21447
H 6.39355 2.34522 -3.26052
H 5.22839 0.60409 3.32081
C -3.02618 -3.40912 -1.50075
N -3.73433 -2.30751 -4.60587
C 0.77204 2.00186 -4.77265
H -2.45273 -3.91211 -5.08191
C 2.00346 -5.64421 1.16900
C -3.60483 -2.39165 5.67396
H -0.44534 -2.28926 3.20766
H 4.38981 -0.14086 1.96633
H -7.53286 -2.51682 -1.79967
H -5.51542 2.95913 0.28749
C 3.20907 6.26860 -3.77968
C 3.79554 -1.45415 -5.24972
Ge 1.28474 1.93414 1.12241
C 3.69774 4.99875 0.92636
C -3.76910 1.12684 -0.06599
C 5.78174 3.98268 -0.02361
C -4.46706 -2.29169 3.40789
S 2.05959 -0.27878 0.76445
C 4.27841 3.09526 3.97386
H -0.43755 -3.37228 -2.83572
C -7.08165 1.11035 2.64830
C 5.30147 0.38692 2.25406
H -0.05723 -0.29164 1.42545
H -6.44501 -0.80361 3.31551
C -3.40123 -1.01078 -4.80754
H 0.83414 -2.95652 -3.96848
C -5.15280 -0.06763 1.76402
H 5.47213 0.83619 -3.27556
H -0.60120 5.77819 4.10153
S -0.38057 -0.43488 -2.01406
C -0.36211 4.97891 3.39581
C 0.55199 -3.66138 -3.18996
O -3.75228 -4.01407 -2.25911
C -0.29333 -2.22680 2.13107
O -2.90204 0.12150 0.01228
O -3.66265 2.04265 -0.82703
H 1.44595 -6.50379 0.79757
H 4.08066 3.54273 6.06382
C 5.44526 1.64970 1.44739
H 1.01593 1.32162 -5.58867
Ti -1.77753 -1.19981 -0.32618
H 4.07724 6.64066 -3.23534
S 2.04748 2.47282 -0.96747
H 3.41418 5.18935 1.96205
H 7.72177 3.56465 -1.95656
H -4.54120 -4.49303 1.58979
O -1.14446 -4.47102 2.00771
H -4.74726 2.91672 4.50416
H -4.00102 -2.64345 -3.68890
C -2.11389 -4.10207 -0.51367
H 2.78659 4.74647 0.37669
H -0.86483 5.19607 2.45104
C -5.23723 -2.66829 0.68805
H -2.41959 1.08339 -5.90398
C 4.54288 2.70890 1.59868
H 3.88732 -3.68428 1.02258
C 2.70445 -0.37295 -2.90516
H -3.89306 -3.78187 -6.09746
H -2.68224 -2.36125 -7.55398
H 6.15036 -0.27786 2.09060
C -6.24215 0.00967 2.63332
C 1.52016 2.74979 3.96491
H -7.55509 -4.95824 -1.40787
C 2.84855 -1.75879 -3.05123
H 8.50480 2.22870 -1.09853
H 0.64520 -5.38768 -1.15842
P -4.13141 -1.62006 1.71852
C -6.04275 -4.87328 0.11304
H 4.10559 5.91456 0.49835
C 5.46991 1.86700 -2.92932
C 3.11727 1.96715 -3.86235
C 0.49307 0.20923 4.85398
```

Charge = -1
Kohn-Sham gap = 6.843 eV
E = -10836.155135 Ha
HOMO energy = -4.78 eV
Energy relative to the best compared isomer or geometry (same formula, charge and spin) = 10.64 kcal/mol


> Among the records above, which one has the highest energy relative to the best compared isomer or geometry (same formula, charge and spin)?

C75H175N5O15